[1]
The following is a DFT calculation (ωB97M-V with the def2-TZVPD basis set) of a molecular structure, C11H19F9O4PSe2Y.

Results
E_LUMO = -6.83 eV
Charge = +2
E_HOMO = -16.11 eV
Orbital gap = 9.28 eV

CARTESIAN COORDINATES (ANGSTROEM)
Y -0.391 -0.346 0.049
C -1.243 -3.528 -2.341
Se -0.571 -3.232 -0.538
C 1.318 -3.620 -0.824
C 2.027 -2.722 -1.812
Se 2.144 -0.862 -1.272
C 3.304 -1.051 0.287
H -0.975 -4.547 -2.606
H -0.836 -2.828 -3.064
H -2.325 -3.439 -2.290
H 1.346 -4.662 -1.145
H 1.760 -3.589 0.171
H 1.549 -2.719 -2.791
H 3.052 -3.059 -1.970
H 4.251 -1.440 -0.074
H 2.853 -1.700 1.030
H 3.425 -0.054 0.699
C -2.829 4.184 -0.251
O -1.571 3.449 -0.450
P -1.521 1.997 -1.027
O -2.295 2.141 -2.398
C -2.774 1.005 -3.144
O 0.051 1.769 -1.280
C 1.052 2.647 -1.923
H -2.551 5.230 -0.225
H -3.257 3.870 0.697
H -3.498 3.984 -1.082
H -3.794 1.218 -3.448
H -2.780 0.100 -2.525
H -2.135 0.864 -4.011
H 1.569 2.041 -2.658
H 1.717 2.993 -1.139
H 0.528 3.475 -2.389
F -0.574 -1.865 2.322
C 0.209 -1.289 3.313
F -0.414 -1.465 4.454
F 1.347 -1.953 3.313
C 0.400 0.203 2.920
O 0.773 0.200 1.586
C 1.469 0.899 3.808
F 1.175 0.739 5.091
F 2.664 0.368 3.561
F 1.521 2.196 3.527
C -0.958 0.959 2.999
F -0.888 2.163 2.462
F -1.849 0.244 2.193
F -1.474 1.034 4.197



[2]
The following is a DFT calculation (ωB97M-V with the def2-TZVPD basis set) of a molecular structure, C11H19I2NO2PS7SbTi.

Results
Spin multiplicity = 3
E_LUMO (alpha / beta) = 4.17 / 3.03 eV
Charge = -2
E_HOMO (alpha / beta) = -1.93 / -2.43 eV
Orbital gap (alpha / beta) = 6.10 / 5.46 eV

CARTESIAN COORDINATES (ANGSTROEM)
Ti 2.626 -0.052 -0.747
S 6.683 2.537 0.983
Sb 5.223 0.848 0.376
S 2.958 1.530 0.926
S 2.993 1.318 -2.429
S 5.544 -0.961 1.830
S 3.986 -1.856 -1.501
C 2.619 -2.264 -0.526
N 2.721 -2.002 0.835
C 1.812 -2.496 1.712
C 0.751 -3.235 1.294
C 0.615 -3.527 -0.086
C 1.543 -3.068 -0.974
H 3.670 -1.688 1.221
H 1.993 -2.258 2.749
H 0.016 -3.575 2.008
H -0.215 -4.128 -0.436
H 1.474 -3.286 -2.032
C -0.523 3.176 -1.493
C -0.774 3.427 -0.017
C -2.239 3.732 0.266
O -0.308 2.386 0.868
P -0.453 0.801 0.870
S 0.038 0.164 2.651
S 0.277 -0.043 -0.856
O -2.062 0.660 0.632
C -2.655 -0.644 0.510
C -3.418 -0.976 1.784
C -3.551 -0.626 -0.716
H -0.707 4.106 -2.039
H -1.185 2.405 -1.884
H 0.509 2.877 -1.667
H -0.168 4.280 0.297
H -2.861 2.883 -0.011
H -2.547 4.607 -0.310
H -2.381 3.941 1.328
H -1.869 -1.388 0.354
H -4.243 -0.273 1.921
H -2.748 -0.901 2.639
H -3.818 -1.991 1.724
H -4.329 0.130 -0.592
H -4.010 -1.607 -0.852
H -2.963 -0.395 -1.605
I 1.729 -0.388 -3.553
I 0.250 -2.177 -5.452



[3]
The following is a DFT calculation (ωB97M-V with the def2-TZVPD basis set) of 2 unconnected molecules or ions with the total composition C11H19IN.

Results
E_LUMO = -4.57 eV
Charge = +1
E_HOMO = -11.92 eV
Orbital gap = 7.35 eV

CARTESIAN COORDINATES (ANGSTROEM)
C -0.411 1.956 -2.557
C 2.990 -0.133 -0.528
C 0.531 1.204 -1.760
C 2.230 -0.263 0.531
C 1.290 0.780 0.724
C -1.819 -1.134 -0.728
C 2.305 -1.367 1.578
C -3.716 -2.878 -0.529
C 0.251 2.114 2.622
C 0.525 1.351 -0.415
C -2.354 -2.341 -0.955
N 1.037 1.114 1.977
I -2.625 0.510 0.414
H -0.810 1.242 -3.279
H 0.110 2.751 -3.169
H 3.911 -0.741 -0.680
H 2.917 0.811 -1.004
H 1.127 0.513 -2.350
H 3.220 -1.204 2.148
H 1.532 -1.086 2.353
H 2.043 -2.268 1.148
H -3.520 -3.621 0.180
H -4.106 -3.356 -1.414
H -4.360 -2.129 -0.105
H -0.478 2.445 1.933
H -0.292 1.612 3.518
H 0.918 2.943 2.956
H -0.244 2.181 -0.208
H -0.841 -0.880 -1.179
H -1.318 2.283 -2.121
H -1.746 -3.031 -1.650
H 1.705 0.622 2.547



[4]
The following is a DFT calculation (ωB97M-V with the def2-TZVPD basis set) of a molecular structure, C11H19LuN.

Results
E_LUMO = 2.86 eV
Charge = -1
E_HOMO = -1.54 eV
Orbital gap = 4.40 eV

CARTESIAN COORDINATES (ANGSTROEM)
C -0.463 0.883 -2.898
C 0.937 0.966 -2.633
C 1.121 1.567 -1.367
C -0.169 1.915 -0.860
C -1.155 1.472 -1.800
Lu -0.406 -0.557 -0.804
N -2.795 -0.500 -0.658
C 0.261 -2.364 -1.816
C 1.548 -2.151 -2.119
H 2.070 1.850 -0.914
H 1.724 0.695 -3.334
H -0.352 2.413 0.089
H -2.228 1.546 -1.683
H -0.904 0.547 -3.831
H 1.796 -1.789 -3.140
H -0.178 -2.520 -0.801
H -3.248 -1.401 -0.974
H 2.341 -2.528 -1.445
H -0.576 -2.106 -2.476
C -1.269 0.568 2.173
C 0.256 0.475 2.320
C 0.584 0.116 3.777
C 0.838 -0.525 1.330
H -1.738 -0.414 2.316
H -1.604 0.935 1.191
H -1.679 1.257 2.921
H 0.690 1.468 2.109
H 0.138 -0.850 4.038
H 1.663 0.045 3.937
H 0.184 0.874 4.458
H 1.914 -0.336 1.170
H 0.699 -1.552 1.724



no.,largest force on an atom (eV/A),E_tot (a.u.)
1,0.90,-6812.455529
2,1.83,-5449.883242
3,4.28,-782.627460
4,5.49,-1720.647180